Molecular formula: C5H11N
Method: DFT, wB97M-V/def2-TZVPD

Atoms and positions in Å:
C 1.92128 -0.22279 2.25813
N 1.12222 0.11797 1.35065
C 0.26376 -0.98985 0.94731
C -0.23083 -0.55070 -0.40953
C -0.90989 0.80919 -0.54732
C -1.21511 1.01407 -2.02961
H 1.67991 -1.00613 2.98522
H 2.93012 0.15248 2.18576
H -0.44092 -1.39044 1.69578
H 0.95687 -1.82063 0.73813
H 0.69354 -0.48641 -1.00291
H -0.85145 -1.34327 -0.82730
H -0.24950 1.61005 -0.18829
H -1.82549 0.86619 0.05498
H -0.28653 0.96100 -2.61320
H -1.68998 1.97583 -2.23875
H -1.87218 0.21610 -2.39506

Force components x, y, z for each atom (eV/Å):
0.3 0.1 0.2
1.0 -0.7 0.0
-0.3 0.0 -0.3
-0.2 -0.2 -0.2
-0.1 -0.1 0.0
-0.1 0.1 -0.1
0.3 -0.4 -0.2
0.2 0.9 1.0
-0.2 0.6 -0.2
-0.4 0.0 0.2
-0.3 -0.1 -0.1
-0.1 0.0 -0.3
-0.1 -0.3 0.0
0.0 -0.1 -0.1
-0.2 0.1 0.1
0.0 -0.1 0.0
0.0 0.2 0.0

- HOMO level: -9.44 eV
- Spin multiplicity: 1
- Kohn-Sham gap: 0.386 Ha
- Calculated total energy: -251.800592 a.u.
- LUMO level: 1.07 eV
- Molecular weight: 85.15 g/mol
- F_max: 1.3 eV Å⁻¹
- SMILES string: C=NCCCC

---

Molecular formula: C5H11N
Method: DFT, wB97M-V/def2-TZVPD

Atoms and positions in Å:
C -1.84034 0.99410 -0.22249
C -1.55171 -0.49669 -0.25490
N -0.17886 -0.82680 0.17388
C -0.02245 -1.45041 1.50999
C 0.26497 -0.20828 1.45221
H -2.74918 1.23701 -0.78228
H -1.96624 1.35086 0.80463
H -1.01343 1.54450 -0.67750
H -2.30636 -1.03164 0.33431
H -1.62264 -0.85928 -1.28420
H -0.02715 -2.43978 1.93157
H 0.68187 0.72809 1.77996
C 2.46696 0.27783 -0.94343
H 1.80173 -0.51255 -0.59945
H 3.08404 0.68352 -0.15074
H 1.85345 1.07535 -1.34282
H 3.12534 -0.06581 -1.72873

Force components x, y, z for each atom (eV/Å):
0.1 0.1 0.0
-0.2 -0.1 -0.1
0.0 0.0 -0.3
0.0 0.2 0.2
-0.1 -0.1 0.2
0.1 -0.1 0.1
0.0 0.0 -0.1
0.0 0.0 0.0
0.1 0.0 0.1
-0.1 0.0 0.1
-0.1 0.1 0.0
-0.1 -0.1 0.0
0.1 0.1 0.0
0.3 0.1 -0.1
0.1 0.0 0.3
-0.2 0.2 -0.1
0.1 -0.2 -0.2

- HOMO level: -8.13 eV
- Spin multiplicity: 1
- Kohn-Sham gap: 0.341 Ha
- Calculated total energy: -251.715385 a.u.
- LUMO level: 1.16 eV
- Molecular weight: 85.15 g/mol
- F_max: 0.3 eV Å⁻¹
- SMILES string: CCN1C=C1.C

---

Molecular formula: C5H11N
Method: DFT, wB97M-V/def2-TZVPD

Atoms and positions in Å:
C 0.26650 0.24219 2.24238
C 1.49820 -1.17564 -0.28761
N 0.61432 -0.33384 -0.74900
C 0.57828 0.98453 -1.38382
C -0.56257 0.22832 -0.86135
C -1.98232 -0.13032 -1.06981
H 1.31827 0.53835 2.28453
H -0.33504 0.90343 2.86886
H 0.17125 -0.79348 2.58156
H 2.54290 -0.90373 -0.34876
H 1.15802 -2.06922 0.22007
H 1.03799 1.78370 -0.78794
H 0.82285 1.00687 -2.45449
H -0.10439 0.32509 1.21725
H -2.62822 0.69199 -0.73877
H -2.24884 -1.01951 -0.48844
H -2.19900 -0.32367 -2.13132

Force components x, y, z for each atom (eV/Å):
0.0 0.1 0.1
0.1 -0.2 -0.1
-0.3 0.1 0.0
0.2 0.2 -0.1
0.2 -0.2 -0.2
0.0 0.0 0.0
-0.2 0.0 0.0
0.1 -0.1 0.1
0.0 0.2 0.0
-0.2 -0.1 -0.1
0.0 0.1 -0.2
-0.2 0.0 -0.2
0.1 -0.1 0.2
0.0 0.1 0.4
0.1 -0.2 -0.1
0.1 0.1 -0.1
0.0 0.0 0.2

- HOMO level: -6.81 eV
- Spin multiplicity: 1
- Kohn-Sham gap: 0.286 Ha
- Calculated total energy: -251.712213 a.u.
- LUMO level: 0.97 eV
- Molecular weight: 85.15 g/mol
- F_max: 0.4 eV Å⁻¹